Arrangement w

C3H7ClOSi | wB97M-V/def2-TZVPD

Last column: natural (NBO) charge in e.
Element x y z (Å)
H -1.0178 -0.8154 -0.8620  0.231
H 0.3663 1.5648 1.6873  -0.152
Si 0.5112 1.6309 0.2269  0.885
H -0.8033 1.6458 -0.4051  -0.150
H -0.9181 -1.0964 0.8805  0.231
O 1.6703 -2.2846 0.0061  -0.539
H 1.1538 -0.3407 -2.2194  0.083
C 0.9459 -1.3244 -0.1138  0.468
H 1.3335 2.7698 -0.1568  -0.138
C -0.5614 -1.4310 -0.0923  -0.719
C 1.4687 0.0577 -0.2156  -0.532
Cl 3.1511 0.1931 -0.0482  0.085
H -0.8475 -2.4715 -0.2332  0.247

* E_HOMO (alpha / beta): -9.4 / -9.9 eV
* multiplicity: 1
* orbital gap (alpha / beta): 8.31 / 8.51 eV

***

Arrangement x

C3H7ClOSi | wB97M-V/def2-TZVPD

Last column: natural (NBO) charge in e.
Element x y z (Å)
C 0.1074 -1.2720 -0.0090  0.612
H -2.0747 -1.4479 0.0695  0.230
Cl 3.8362 0.4481 -0.0027  -0.266
C -1.1826 -1.3709 0.6715  -0.520
H -1.6503 2.3501 0.4158  -0.161
Si -0.9612 1.3960 -0.4578  0.890
H 0.2038 2.0152 -1.0864  -0.155
H 0.1165 0.2391 1.5282  0.266
H 4.1640 0.5280 -1.2304  0.267
H -1.2435 -1.8947 1.6125  0.236
C -0.3795 -0.0508 0.6091  -0.748
H -1.8849 0.8733 -1.4655  -0.164
O 0.9488 -1.8135 -0.6547  -0.486

* E_HOMO: -9.2 eV
* multiplicity: 1
* orbital gap: 9.97 eV

***

Which one is most stable, and which one is least stable? arrangement x is the most stable of them, while arrangement w is the least stable.

***

Arrangement w

C6H7NS | wB97M-V/def2-TZVPD

Last column: natural (NBO) charge in e.
Element x y z (Å)
H -0.5368 0.7042 -1.9408  0.237
C -2.1655 -0.0670 -0.6196  -0.186
H -3.0442 -0.1354 -1.2343  0.222
C -2.1131 -0.1560 0.6780  -0.186
S 1.6216 -1.2091 -0.0858  0.017
H 2.3805 -0.5124 0.7713  0.138
H -0.6960 -1.0803 -1.7160  0.224
H -2.9438 -0.0696 1.3780  0.221
H -0.5323 -1.1984 1.7468  0.236
H -0.4820 0.5293 1.9351  0.227
C -0.7205 -0.2544 1.2019  -0.435
C -0.7765 -0.0967 -1.2210  -0.426
N 1.2468 2.3767 0.0385  -0.309
C 0.2092 -0.0100 -0.0267  -0.246
C 0.7633 1.3295 0.0145  0.267

* E_HOMO: -9.7 eV
* multiplicity: 1
* orbital gap: 10.42 eV

***

Arrangement x

C6H7NS | wB97M-V/def2-TZVPD

Last column: natural (NBO) charge in e.
Element x y z (Å)
H -3.4217 0.2797 -0.7513  0.196
H 0.2337 -2.1165 0.3200  0.251
N -1.8287 1.1212 0.2041  -0.383
H 1.7348 0.3067 -1.2501  0.230
C -2.4694 0.2390 -0.3422  -0.170
H 1.4332 1.2901 3.3860  0.230
C 0.7066 0.4540 -1.1505  -0.672
C -0.4930 -1.2675 0.4848  -0.565
H -0.9672 -1.3570 1.4635  0.256
C 1.0456 1.1244 2.4342  -0.187
H 0.3490 -0.1285 -1.9567  0.239
C 0.4259 -0.0559 0.1999  0.111
C 0.7838 0.5965 1.3616  0.016
S -1.9558 -1.4313 -0.6331  0.182
H 0.5345 1.5183 -1.3505  0.264

* E_HOMO (alpha / beta): -7.5 / -7.5 eV
* multiplicity: 1
* orbital gap (alpha / beta): 6.12 / 6.12 eV

***

Which one is most stable, and which one is least stable? arrangement w is the most stable of them, while arrangement x is the least stable.

***

Arrangement w

C6H7NS | wB97M-V/def2-TZVPD

Last column: natural (NBO) charge in e.
Element x y z (Å)
S -1.3334 -0.8375 -1.0612  0.419
H -2.7280 -2.6117 -0.5746  0.233
H -0.4205 -0.6117 2.5253  0.255
H 2.9729 1.2557 -0.6791  0.198
C 1.9846 1.1213 -0.9349  -0.304
H 1.7338 0.4317 -1.6740  0.206
C -1.9699 -2.0680 -0.0547  -0.425
C -0.7331 -0.8230 1.4860  -0.361
N 1.2081 1.3931 0.2948  -0.258
C 1.1903 2.3196 -0.7294  -0.306
H -1.8389 -2.8631 1.8353  0.231
H 0.2978 2.2766 -1.2401  0.202
C -0.4890 -0.2747 0.2927  -0.054
H 1.6084 3.3340 -0.7050  0.205
C -1.4831 -2.0424 1.2188  -0.244

* E_HOMO: -8.8 eV
* multiplicity: 1
* orbital gap: 7.98 eV

***

Arrangement x

C6H7NS | wB97M-V/def2-TZVPD

Last column: natural (NBO) charge in e.
Element x y z (Å)
C -0.5692 0.9370 -0.1706  -0.019
C 1.8903 0.3866 0.3159  0.128
H -3.7917 0.0438 -0.5584  0.217
C 3.4656 0.1891 -0.1075  -0.685
C -2.8015 -0.1128 0.1226  -0.220
H 4.1176 0.3079 0.8431  0.242
H -3.1001 0.2721 1.1454  0.212
H -1.7153 -1.9293 -0.8576  0.205
C 0.6787 0.3731 0.1758  -0.150
S -1.0055 2.4198 0.0154  -0.019
C -1.7390 -1.2611 0.0872  -0.227
H 3.3895 -0.8660 -0.5068  0.242
H 4.0820 0.8316 -1.0331  0.260
H -1.3915 -1.6582 0.9394  0.202
N -1.5100 0.0664 -0.4108  -0.387

* E_HOMO: -8.3 eV
* multiplicity: 1
* orbital gap: 8.21 eV

***

Which one is most stable, and which one is least stable? arrangement x is the most stable of them, while arrangement w is the least stable.

***

Arrangement w

C3H8OS2 | wB97M-V/def2-TZVPD

Last column: natural (NBO) charge in e.
Element x y z (Å)
H -1.3487 1.5692 -0.1986  0.209
H -1.4860 0.2275 0.9147  0.229
H 0.4202 2.0142 1.1327  0.177
C 0.5305 1.0972 0.5657  -0.078
C -0.9625 -0.3327 -1.0831  -0.567
H 1.9194 0.3106 1.6009  0.462
C -0.8557 0.6305 0.1161  -0.440
O 0.9858 0.1023 1.5549  -0.736
H 1.2452 1.1223 -0.2443  0.187
S 0.8158 -2.6848 -0.4044  -0.161
H 1.3559 -1.9798 0.6128  0.151
H -1.6919 -1.1254 -0.8478  0.231
H -1.3941 0.2045 -1.9568  0.227
S 0.4661 -1.1554 -1.7628  0.110

* E_HOMO: -8.8 eV
* multiplicity: 1
* orbital gap: 9.49 eV

***

Arrangement x

C3H8OS2 | wB97M-V/def2-TZVPD

Last column: natural (NBO) charge in e.
Element x y z (Å)
H 1.3265 1.5043 -0.5558  0.217
H 1.6155 -0.0617 -1.5701  0.222
S -2.0537 0.4663 -1.3636  0.118
S -1.7820 -1.5395 -1.5692  -0.141
H -2.7389 0.1463 0.9881  0.226
H 2.3527 -1.6845 1.5744  0.478
H -0.9643 0.7512 0.8990  0.229
O 1.6631 -1.4433 0.8891  -0.715
C 1.7246 -0.0521 0.5940  0.124
H -0.4331 -1.6693 -1.6926  0.128
H -2.3385 1.8264 0.4565  0.230
C 1.5643 0.4609 -0.5478  -0.493
C -1.9394 0.8092 0.3741  -0.789
H 2.0033 0.4857 1.5239  0.166

* E_HOMO: -9.0 eV
* multiplicity: 1
* orbital gap: 9.67 eV

***

Arrangement y

C3H8OS2 | wB97M-V/def2-TZVPD

Last column: natural (NBO) charge in e.
Element x y z (Å)
S 3.4791 0.2298 -0.7964  -0.464
H -2.0613 1.9514 -1.7630  0.482
H 1.3548 -0.3555 -1.4313  0.269
C 0.3893 -0.6404 -0.7959  -0.753
C -0.0983 -0.2466 1.7207  -0.689
H 0.3695 -1.7679 -0.9519  0.246
H -0.3609 -1.3067 1.9764  0.237
H -2.8017 0.6909 -1.2884  0.474
H -0.5660 -0.2263 -1.0185  0.263
H 0.1540 0.2168 2.6615  0.239
S 2.4532 0.2082 0.8745  0.448
H -1.0839 0.1915 1.3312  0.243
O -2.0371 1.2535 -1.0810  -0.946
C 0.8092 -0.1987 0.5620  -0.050

* E_HOMO: -7.8 eV
* multiplicity: 1
* orbital gap: 7.40 eV

***

Which one is most stable, and which one is least stable? arrangement w is the most stable of them, while arrangement x is the least stable.